{
  "formula": "C4H9NO2",
  "method": "ωB97M-V/def2-TZVPD",
  "e_tot_ev": -9878.7002,
  "smiles": "O=CNCCCO",
  "fmax_ev_per_a": 1.4,
  "homo_energy_ev": -9.6635,
  "lumo_energy_ev": 0.8,
  "e_above_lowest_kcal_mol": 31.4,
  "elements": ["O", "C", "N", "C", "C", "C", "O", "H", "H", "H", "H", "H", "H", "H", "H", "H"],
  "positions_angstrom": [[-1.460443, 2.312548, -2.214954], [-1.719995, 1.505222, -1.367407], [-1.186625, 1.485438, -0.083732], [-0.649804, 0.240415, 0.427666], [0.847019, 0.055298, 0.185429], [1.350597, -1.250010, 0.770800], [0.642419, -2.371132, 0.232922], [-2.461659, 0.687631, -1.442798], [-0.705691, 2.351993, 0.121764], [-0.877090, 0.121260, 1.492172], [-1.142301, -0.588738, -0.091401], [1.422286, 0.826213, 0.711061], [1.085097, 0.172599, -0.870292], [2.419723, -1.322501, 0.552683], [1.186015, -1.295768, 1.848988], [1.250453, -2.930466, -0.272900]],
  "forces_ev_per_angstrom": [[-0.31, 0.38, -0.22], [0.13, -0.66, 1.17], [-0.20, 0.56, -0.67], [0.00, -0.41, 0.06], [0.07, 0.38, 0.72], [-0.08, -0.36, -0.54], [0.32, -0.29, -0.38], [0.15, -0.05, -0.60], [0.40, -0.25, 0.08], [0.05, 0.10, -0.05], [-0.19, 0.17, 0.11], [-0.15, 0.22, -0.05], [-0.03, -0.25, -0.15], [-0.02, -0.12, 0.23], [0.16, 0.27, 0.06], [-0.30, 0.31, 0.24]],
  "nbo_charge": [-0.57, 0.54, -0.64, -0.22, -0.43, -0.06, -0.74, 0.10, 0.38, 0.19, 0.22, 0.20, 0.21, 0.17, 0.17, 0.48]
}


{
  "formula": "C4H9NO2",
  "method": "ωB97M-V/def2-TZVPD",
  "e_tot_ev": -9877.6414,
  "smiles": "CN[C@@H](C)C(=O)O",
  "fmax_ev_per_a": 4.6,
  "homo_energy_ev": -9.0351,
  "lumo_energy_ev": 0.8,
  "e_above_lowest_kcal_mol": 55.8,
  "elements": ["C", "N", "C", "C", "C", "O", "O", "H", "H", "H", "H", "H", "H", "H", "H", "H"],
  "positions_angstrom": [[1.482702, 0.928899, -1.212387], [1.180266, 0.688192, 0.157823], [-1.095066, 1.412559, -0.523319], [-0.241361, 0.485706, 0.489485], [-0.503752, -0.965456, 0.345704], [0.083661, -1.443281, 1.539139], [-1.099888, -1.540791, -0.536406], [0.968423, 1.828576, -1.775622], [2.656789, 1.049044, -1.170910], [1.238483, -0.009334, -1.749149], [1.623317, 1.470262, 0.725766], [-0.987784, 2.549248, -0.320124], [-2.166295, 1.196272, -0.580361], [-0.800092, 1.374684, -1.614667], [-0.570010, 0.759509, 1.509869], [0.049987, -2.333280, 1.251667]],
  "forces_ev_per_angstrom": [[2.04, 0.47, -1.48], [0.50, 1.91, 2.72], [-0.03, 1.03, -0.48], [-1.40, 3.34, -2.89], [-0.26, 1.29, 0.89], [-1.37, -0.11, -2.50], [1.24, -0.18, 1.65], [1.32, -1.55, 1.22], [-2.31, -0.11, -0.75], [0.25, 0.64, -0.22], [-1.11, -1.51, -0.71], [-0.05, -1.90, 0.24], [0.11, -0.12, 0.56], [-0.18, -0.56, 1.42], [0.83, -0.02, -0.44], [0.43, -2.63, 0.77]],
  "nbo_charge": [-0.42, -0.63, -0.65, -0.17, 0.78, -0.67, -0.56, 0.17, 0.21, 0.20, 0.37, 0.21, 0.22, 0.22, 0.24, 0.48]
}


{
  "formula": "C4H9NO2",
  "method": "ωB97M-V/def2-TZVPD",
  "e_tot_ev": -9878.3764,
  "smiles": "CCCOC(N)=O",
  "fmax_ev_per_a": 3.0,
  "homo_energy_ev": -10.4555,
  "lumo_energy_ev": 1.0,
  "e_above_lowest_kcal_mol": 38.8,
  "elements": ["C", "C", "C", "O", "C", "O", "N", "H", "H", "H", "H", "H", "H", "H", "H", "H"],
  "positions_angstrom": [[-2.320905, 0.121369, -0.200448], [-0.817181, 0.389531, -0.243830], [-0.119845, -0.273088, 0.942641], [1.281479, -0.070665, 0.980772], [2.038937, -0.681188, -0.126874], [2.056619, -1.852796, -0.377953], [2.553026, 0.453997, -0.602644], [-2.768247, 0.525802, 0.715293], [-2.827271, 0.583539, -1.052486], [-2.533551, -0.953331, -0.230568], [-0.393893, -0.000452, -1.178384], [-0.629600, 1.472669, -0.238152], [-0.508413, 0.125446, 1.887422], [-0.255597, -1.354653, 0.924833], [3.251024, 0.496568, -1.342711], [1.993414, 1.017258, 0.143082]],
  "forces_ev_per_angstrom": [[-0.05, -0.01, 0.00], [0.10, -0.05, 0.02], [-0.27, -0.40, 0.07], [-0.06, -0.96, 0.18], [-0.78, -0.23, 0.70], [0.01, 0.69, 0.07], [-0.29, -0.09, 0.35], [0.07, -0.06, -0.13], [0.06, -0.05, 0.12], [0.05, 0.15, 0.01], [-0.06, 0.04, 0.12], [0.01, -0.19, 0.06], [0.07, -0.13, -0.16], [-0.43, -0.10, 0.01], [-0.43, 0.35, 0.58], [1.99, 1.04, -2.00]],
  "nbo_charge": [-0.61, -0.43, -0.06, -0.59, 0.88, -0.59, -0.89, 0.20, 0.22, 0.21, 0.21, 0.20, 0.19, 0.19, 0.42, 0.47]
}


{
  "formula": "C4H9NO2",
  "method": "ωB97M-V/def2-TZVPD",
  "e_tot_ev": -9873.4841,
  "fmax_ev_per_a": 5.9,
  "homo_energy_ev": -9.9567,
  "lumo_energy_ev": -2.8,
  "e_above_lowest_kcal_mol": 151.7,
  "elements": ["O", "C", "N", "C", "C", "C", "O", "H", "H", "H", "H", "H", "H", "H", "H", "H"],
  "positions_angstrom": [[-0.292684, -0.131955, 1.844907], [0.039672, 0.932467, 1.398564], [0.053776, 1.256742, 0.050468], [-0.491839, 0.352101, -0.760559], [0.667018, -0.835348, -1.336560], [1.422667, -1.427882, -0.119144], [-0.022408, -1.651636, -1.923272], [0.242610, 1.715953, 2.125465], [-3.139793, 2.205569, 1.249377], [-0.716503, 0.940497, -1.653147], [-1.368646, -0.142788, -0.351573], [1.394633, -0.368267, -2.013498], [0.713479, -1.920013, 0.537167], [1.929097, -0.597025, 0.363807], [2.078870, -2.142998, -0.607388], [-2.509949, 1.814583, 1.195387]],
  "forces_ev_per_angstrom": [[-0.08, -1.08, 0.19], [-0.97, 0.21, 0.80], [1.53, -0.78, -0.27], [-3.15, 4.81, 1.25], [4.28, -3.24, -0.45], [-0.97, 1.05, -0.32], [-2.33, -0.76, -0.86], [0.42, 0.69, -0.33], [0.06, -0.03, -0.01], [0.32, -1.12, -0.76], [0.44, -1.08, -0.11], [-0.24, 1.58, 0.13], [0.19, -0.07, 0.23], [0.38, -0.25, 0.27], [0.24, 0.03, 0.24], [-0.12, 0.05, 0.02]],
  "nbo_charge": [-0.54, 0.48, -0.40, -0.16, 0.24, -0.63, -0.44, 0.14, 0.02, 0.25, 0.23, 0.16, 0.24, 0.21, 0.23, -0.02]
}


{
  "formula": "C4H9NO2",
  "method": "ωB97M-V/def2-TZVPD",
  "e_tot_ev": -9876.5728,
  "smiles": "COCCO.C#N",
  "fmax_ev_per_a": 1.9,
  "homo_energy_ev": -9.7726,
  "lumo_energy_ev": 0.8,
  "e_above_lowest_kcal_mol": 80.4,
  "elements": ["C", "N", "C", "O", "C", "C", "O", "H", "H", "H", "H", "H", "H", "H", "H", "H"],
  "positions_angstrom": [[0.294309, -1.456275, -1.123613], [-0.200208, 0.938886, -2.225606], [-0.944958, 1.019324, -1.341997], [-0.663108, -0.780435, -0.243560], [-0.381474, -0.483983, 1.124896], [0.543346, 0.715744, 1.376227], [1.729424, 0.639530, 0.623169], [1.236813, -0.933898, -1.360322], [0.522963, -2.401136, -0.644614], [-0.208633, -1.634563, -2.086633], [-1.683115, 1.304747, -0.626295], [-1.357336, -0.274959, 1.599249], [0.040574, -1.375957, 1.595425], [0.030282, 1.677531, 1.204382], [0.825960, 0.706103, 2.437617], [1.485714, 0.844712, -0.291296]],
  "forces_ev_per_angstrom": [[-0.30, -0.16, 0.67], [-0.67, 0.66, 0.53], [0.50, 0.95, -1.51], [0.42, -0.54, -0.23], [0.23, -0.32, -0.03], [-0.24, -0.05, 0.11], [0.01, 0.12, -0.23], [-0.58, 0.07, 0.46], [0.17, -0.28, 0.00], [-0.03, 0.12, 0.62], [-0.03, -0.09, -0.05], [0.29, -0.18, -0.23], [0.07, -0.01, 0.07], [0.03, -0.26, -0.06], [-0.06, -0.04, -0.20], [0.18, -0.01, 0.10]],
  "nbo_charge": [-0.26, -0.41, 0.12, -0.56, -0.09, -0.09, -0.71, 0.19, 0.18, 0.21, 0.23, 0.19, 0.18, 0.16, 0.19, 0.48]
}


{
  "formula": "C4H9NO2",
  "method": "ωB97M-V/def2-TZVPD",
  "e_tot_ev": -9877.9642,
  "smiles": "CC(C)(O)C(N)=O",
  "fmax_ev_per_a": 3.9,
  "homo_energy_ev": -9.2502,
  "lumo_energy_ev": 0.8,
  "e_above_lowest_kcal_mol": 48.3,
  "elements": ["C", "C", "C", "C", "N", "O", "O", "H", "H", "H", "H", "H", "H", "H", "H", "H"],
  "positions_angstrom": [[-1.444631, -0.095388, -0.356896], [1.038021, -0.906728, 0.402772], [0.531801, 1.470254, 0.485137], [0.375546, 0.175941, -0.311495], [-1.758538, -1.267330, 0.164783], [-2.169072, 0.771718, -0.811526], [1.053972, 0.372642, -1.555605], [2.060113, -0.703183, 0.537405], [0.724371, -1.117735, 1.362788], [1.017197, -1.892847, -0.143495], [0.066445, 1.651291, 1.498280], [-0.012912, 2.328973, -0.080469], [1.601262, 1.886662, 0.643362], [-0.857952, -1.748521, 0.317679], [-2.658789, -1.711706, 0.096450], [0.433165, 0.785957, -2.249169]],
  "forces_ev_per_angstrom": [[2.19, 2.72, -1.56], [0.77, -2.74, -1.90], [-0.39, 3.89, 0.27], [-2.50, 1.78, 0.53], [1.81, -0.89, 0.42], [0.62, -0.89, 0.40], [-2.20, 0.20, -1.34], [1.57, 0.46, -0.15], [-1.24, -0.02, 2.14], [-0.01, 0.84, 0.18], [0.21, -1.27, -0.84], [0.96, -1.44, 0.51], [-1.40, -1.23, -0.67], [-1.68, -0.64, 0.18], [0.05, 0.05, 0.00], [1.23, -0.81, 1.83]],
  "nbo_charge": [0.68, -0.67, -0.68, 0.19, -0.83, -0.62, -0.73, 0.24, 0.22, 0.21, 0.23, 0.23, 0.22, 0.41, 0.42, 0.49]
}


{
  "formula": "C4H9NO2",
  "method": "ωB97M-V/def2-TZVPD",
  "e_tot_ev": -9875.0556,
  "fmax_ev_per_a": 3.3,
  "homo_energy_ev": -8.5482,
  "lumo_energy_ev": 0.7,
  "e_above_lowest_kcal_mol": 115.4,
  "elements": ["C", "C", "C", "C", "O", "O", "N", "H", "H", "H", "H", "H", "H", "H", "H", "H"],
  "positions_angstrom": [[-1.193266, -0.313938, 0.353695], [0.895839, 1.398522, 1.117166], [-1.813744, -0.561771, -0.979661], [1.518155, -0.883139, -0.133143], [0.391131, 0.471620, 0.151343], [2.381217, -0.158060, -0.864813], [1.191292, -2.002843, 0.109949], [2.233652, -0.405024, -1.800132], [-1.627009, 0.530642, 0.885266], [-1.092506, -1.177240, 1.001324], [1.204370, 0.871427, 2.025199], [0.136371, 2.140890, 1.365032], [1.777447, 1.890500, 0.708203], [-1.629159, 0.274953, -1.653572], [-1.470991, -1.489472, -1.427417], [-2.902799, -0.587066, -0.858439]],
  "forces_ev_per_angstrom": [[1.86, 2.38, 0.65], [-0.59, -0.51, 0.44], [0.37, 0.30, -0.20], [0.21, -3.16, -1.06], [-3.05, -0.98, 0.01], [0.32, 0.35, -0.53], [0.15, 1.86, 0.30], [0.21, 0.13, 0.71], [-0.20, -0.13, -0.03], [0.67, 0.02, -0.14], [-0.11, 0.03, 0.04], [0.02, 0.04, -0.02], [-0.14, -0.07, -0.29], [0.14, -0.04, -0.02], [0.02, -0.03, -0.03], [0.13, -0.19, 0.18]],
  "nbo_charge": [0.02, -0.25, -0.67, 0.56, -0.56, -0.71, -0.57, 0.50, 0.18, 0.23, 0.18, 0.18, 0.21, 0.23, 0.24, 0.24]
}


{
  "formula": "C4H9NO2",
  "method": "ωB97M-V/def2-TZVPD",
  "e_tot_ev": -9878.6247,
  "smiles": "CC[C@H](N)C(=O)O",
  "fmax_ev_per_a": 3.3,
  "homo_energy_ev": -9.5542,
  "lumo_energy_ev": 0.7,
  "e_above_lowest_kcal_mol": 33.1,
  "elements": ["O", "C", "O", "C", "C", "C", "N", "H", "H", "H", "H", "H", "H", "H", "H", "H"],
  "positions_angstrom": [[2.729652, -0.644796, 0.218884], [1.882815, 0.156174, -0.018751], [1.844496, 1.542254, -0.143926], [0.447105, -0.213304, -0.428378], [-0.576191, 0.549309, 0.445613], [-2.038814, 0.224239, 0.078267], [0.370921, -1.652022, -0.159731], [2.053973, 1.909040, 0.727006], [0.334585, 0.038043, -1.463929], [-0.446395, 1.642458, 0.255261], [-0.346908, 0.339009, 1.532014], [-2.301894, 0.546977, -0.920858], [-2.221744, -0.869969, 0.175505], [-2.830947, 0.635105, 0.795756], [1.292782, -2.066898, -0.237396], [-0.193437, -2.135621, -0.855339]],
  "forces_ev_per_angstrom": [[0.77, 1.44, 0.49], [-2.88, 0.31, -1.67], [1.91, -0.38, 1.13], [0.47, -1.70, 1.84], [-0.31, 0.96, 0.14], [-0.84, -0.98, 1.70], [-0.72, -0.48, -0.78], [0.48, 0.35, -0.21], [-0.13, 0.32, -0.77], [0.04, -0.82, 0.35], [-0.36, 0.13, -1.11], [0.06, 0.07, -0.25], [0.24, 0.55, -0.36], [1.36, -0.08, -0.88], [0.01, 0.13, 0.13], [-0.09, 0.18, 0.26]],
  "nbo_charge": [-0.53, 0.82, -0.72, -0.18, -0.40, -0.62, -0.85, 0.49, 0.20, 0.21, 0.21, 0.20, 0.21, 0.22, 0.38, 0.36]
}